w.
A 2-piece molecular cluster, C9H14 overall, computed with the ωB97M-V functional and the def2-TZVPD basis.

Its lowest unoccupied orbital energy is 1.03 eV. As for the structure (SMILES): Cc1ccccc1.CC. As for the HOMO-LUMO gap: 10.039 eV. Its spin multiplicity is 1.

Last column: Mulliken charge in e.
Cartesian coordinates (Å):
C1 1.08 1.30 -1.27  -1.0392
C2 0.96 -0.19 -1.09  0.9686
C3 -0.33 -0.66 -1.07  -0.3672
C4 -0.57 -2.04 -0.99  -0.6538
C5 0.52 -2.90 -0.78  -0.3770
C6 1.76 -2.36 -0.63  -0.3073
C7 2.05 -1.07 -0.88  -0.6789
H1 1.49 1.54 -2.34  0.2845
H2 1.64 1.68 -0.51  0.3388
H3 0.00 1.57 -1.22  0.1825
H4 -1.14 0.10 -1.16  0.2695
H5 -1.54 -2.48 -1.10  0.4049
H6 0.28 -4.06 -0.67  0.2110
H7 2.53 -3.03 -0.28  0.3649
H8 2.99 -0.67 -0.61  0.3534
C8 -1.86 1.96 1.15  -0.3275
C9 -1.13 1.53 2.37  -0.9551
H9 -2.71 2.40 1.58  0.3992
H10 -1.14 2.57 0.46  0.1273
H11 -2.04 1.03 0.51  -0.0619
H12 -1.15 0.43 2.56  0.2855
H13 -1.62 1.73 3.51  0.2386
H14 -0.09 1.60 2.46  0.3390

x.
A 2-piece molecular cluster, C9H14 overall, computed with the ωB97M-V functional and the def2-TZVPD basis.

Its lowest unoccupied orbital energy is 1.01 eV. As for the structure (SMILES): Cc1ccccc1.CC. As for the HOMO-LUMO gap: 10.058 eV. Its spin multiplicity is 1.

Last column: Mulliken charge in e.
Cartesian coordinates (Å):
C1 -0.12 1.65 -1.42  -1.2098
C2 0.28 1.25 -0.03  0.7652
C3 0.76 2.19 0.88  -0.5468
C4 1.25 1.81 2.12  -0.4012
C5 1.04 0.51 2.59  -0.5356
C6 0.57 -0.41 1.69  -0.3949
C7 0.21 -0.07 0.38  -0.2085
H1 -0.23 0.82 -2.10  0.2182
H2 0.55 2.42 -1.78  0.3421
H3 -1.14 2.06 -1.43  0.2983
H4 1.06 3.19 0.60  0.2939
H5 1.72 2.59 2.70  0.3638
H6 1.30 0.32 3.62  0.3605
H7 0.33 -1.42 2.01  0.3334
H8 -0.01 -0.83 -0.37  0.3156
C8 -2.07 -2.94 -1.76  -0.8771
C9 -0.99 -2.68 -2.81  -0.8199
H9 -2.58 -2.02 -1.48  0.2684
H10 -2.87 -3.44 -2.27  0.3598
H11 -1.77 -3.51 -0.89  0.2764
H12 -0.01 -3.13 -2.61  0.2817
H13 -1.24 -3.09 -3.80  0.3450
H14 -0.84 -1.65 -3.12  0.1714

y.
A 2-piece molecular cluster, C9H14 overall, computed with the ωB97M-V functional and the def2-TZVPD basis.

Its lowest unoccupied orbital energy is 1.05 eV. As for the structure (SMILES): Cc1ccccc1.CC. As for the HOMO-LUMO gap: 9.984 eV. Its spin multiplicity is 1.

Last column: Mulliken charge in e.
Cartesian coordinates (Å):
C1 -1.33 1.29 -0.79  -1.3178
C2 -0.07 1.19 0.02  0.8056
C3 1.02 0.43 -0.39  -0.3266
C4 1.99 0.11 0.55  -0.4890
C5 1.83 0.40 1.90  -0.6040
C6 0.86 1.32 2.25  -0.4262
C7 -0.08 1.73 1.30  -0.4530
H1 -1.11 1.25 -1.87  0.3520
H2 -1.96 2.13 -0.56  0.4020
H3 -1.81 0.32 -0.76  0.1715
H4 1.15 0.08 -1.41  0.4875
H5 2.89 -0.38 0.22  0.3507
H6 2.56 0.07 2.62  0.3579
H7 0.68 1.58 3.29  0.3466
H8 -0.78 2.49 1.61  0.3116
C8 -2.19 -2.66 -1.48  -0.9680
C9 -0.77 -2.55 -2.04  -0.3417
H9 -2.20 -2.71 -0.40  0.2830
H10 -2.83 -1.86 -1.85  0.2839
H11 -2.63 -3.58 -1.89  0.3368
H12 -0.27 -1.68 -1.61  -0.1696
H13 -0.81 -2.30 -3.09  0.2770
H14 -0.20 -3.45 -1.81  0.3297

Relative energies, unit kJ/mol: w 160.2; x 8.6; y 0.0